(1)
An isolated ion of composition C5H6N and charge +1, computed with ωB97M-V/def2-TZVPD.

Element x y z (Å)
C  -1.039  -1.294  0.104
C  0.814  -0.086  -0.164
C  -1.462  0.505  -0.004
C  2.137  0.011  0.105
C  -0.128  1.036  -0.111
N  0.189  -1.318  -0.077
H  -1.735  -2.119  0.537
H  -1.977  0.128  -0.982
H  -2.143  1.090  0.677
H  2.540  -0.943  -0.002
H  2.734  0.835  0.002
H  0.071  2.155  -0.087

Its net charge is +1. For the HOMO energy (alpha / beta), the calculation gives -0.5493 / -0.5493 hartree. The energy relative to the best compared isomer or geometry (same formula, charge and spin) is 102.7 kcal/mol. The spin multiplicity is 1. The HOMO-LUMO gap (alpha / beta) comes out at 7.854 / 7.853 eV.

Results of the Löwdin charge analysis, in e, for atoms 1 through 2: 0.0394 -0.3095

(2)
C10H19NO4Rb as an isolated structure, computed with ωB97M-V/def2-TZVPD.

Element x y z (Å)
Rb  -14.194  15.259  2.800
O  -13.791  12.984  8.525
C  -12.689  13.475  7.969
O  -11.734  13.536  8.737
O  -12.711  13.855  6.783
H  -13.218  12.928  9.293
C  -9.521  20.472  2.406
C  -10.845  20.025  1.656
C  -11.327  21.227  0.777
C  -10.566  21.393  -0.658
C  -10.544  20.011  -1.384
C  -10.028  18.811  -0.565
N  -10.703  18.801  0.803
O  -10.402  17.562  1.535
C  -8.435  18.930  -0.540
C  -10.572  17.588  -1.346
C  -11.931  19.760  2.785
H  -8.993  19.614  2.822
H  -9.664  21.199  3.206
H  -8.777  20.817  1.688
H  -11.228  22.147  1.352
H  -12.382  21.135  0.519
H  -9.583  21.830  -0.486
H  -11.094  22.101  -1.298
H  -9.841  20.106  -2.211
H  -11.510  19.823  -1.854
H  -8.009  19.831  -0.099
H  -7.998  18.843  -1.535
H  -8.022  18.121  0.064
H  -10.179  16.637  -0.986
H  -10.335  17.705  -2.404
H  -11.651  17.478  -1.238
H  -11.594  19.010  3.500
H  -12.862  19.449  2.312
H  -12.184  20.711  3.254

Its net charge is -1. For the HOMO energy, the calculation gives -0.0882 hartree. The energy relative to the best compared isomer or geometry (same formula, charge and spin) is 79.3 kcal/mol. The spin multiplicity is 1. The HOMO-LUMO gap comes out at 2.917 eV.

Results of the Löwdin charge analysis, in e, for atoms 1 through 2: 0.8645 0.0518

(3)
A 9-piece molecular cluster, C69H60N2O21 overall, computed with ωB97M-V/def2-TZVPD.

Element x y z (Å)
C  3.543  -4.109  0.266
C  2.837  -3.930  -1.143
C  2.847  -2.437  -1.664
C  1.375  -1.836  -1.864
C  0.898  -1.359  -0.428
C  -0.346  -0.366  -0.492
C  -1.627  -1.160  0.049
C  -2.763  -0.184  0.566
C  -3.850  -0.942  1.488
C  -3.843  -2.438  1.017
C  -3.264  -3.532  1.760
C  -3.244  -4.923  1.256
O  -2.690  -5.970  1.969
C  -3.834  -5.188  -0.042
C  -4.461  -4.058  -0.773
C  -4.490  -2.701  -0.291
C  -5.108  -4.412  -2.154
O  -6.135  -3.907  -2.526
C  -4.322  -5.507  -2.967
C  -4.252  -5.288  -4.519
N  -4.216  -3.822  -4.788
C  -3.731  -6.536  -2.295
C  -2.904  -7.636  -3.036
O  -1.618  -7.757  -2.338
N  -1.014  -6.522  -2.248
O  -0.720  -6.257  -1.140
C  -3.852  -6.592  -0.731
O  -3.955  -7.613  -0.107
H  3.933  -5.160  0.350
H  4.441  -3.445  0.375
H  2.825  -3.988  1.125
H  3.458  -4.523  -1.878
H  1.819  -4.399  -1.127
H  3.389  -2.330  -2.639
H  3.332  -1.824  -0.859
H  0.731  -2.682  -2.245
H  1.357  -1.014  -2.623
H  0.684  -2.292  0.154
H  1.716  -0.797  0.102
H  -0.493  0.032  -1.525
H  -0.221  0.515  0.201
H  -1.967  -1.784  -0.823
H  -1.230  -1.799  0.887
H  -3.318  0.261  -0.303
H  -2.243  0.619  1.151
H  -4.890  -0.573  1.296
H  -3.507  -0.810  2.541
H  -2.796  -3.356  2.762
H  -1.718  -5.917  1.976
H  -4.973  -1.896  -0.890
H  -5.186  -5.668  -5.017
H  -3.322  -5.698  -4.989
H  -5.151  -3.424  -4.794
H  -3.590  -3.340  -4.146
H  -3.390  -8.638  -3.041
H  -2.662  -7.373  -4.095
C  2.011  -7.634  -2.719
C  1.379  -8.684  -3.242
C  2.009  -9.514  -4.295
O  1.434  -10.468  -4.773
C  3.369  -9.132  -4.742
C  4.000  -8.082  -4.219
C  3.369  -7.254  -3.166
O  3.944  -6.295  -2.684
H  1.567  -7.016  -1.949
H  0.385  -8.977  -2.925
H  3.815  -9.749  -5.512
H  4.994  -7.788  -4.534
C  0.801  2.859  -3.082
C  1.272  4.095  -2.931
C  0.397  5.199  -2.472
O  0.825  6.328  -2.335
C  -1.019  4.874  -2.186
C  -1.489  3.638  -2.338
C  -0.616  2.536  -2.796
O  -1.043  1.406  -2.932
H  1.425  2.040  -3.417
H  2.305  4.350  -3.134
H  -1.643  5.689  -1.852
H  -2.522  3.384  -2.134
C  -2.735  6.621  1.070
C  -2.994  7.106  2.283
C  -4.352  7.031  2.866
O  -4.591  7.476  3.970
C  -5.411  6.393  2.049
C  -5.152  5.908  0.837
C  -3.793  5.984  0.255
O  -3.555  5.539  -0.851
H  -1.748  6.668  0.628
H  -2.231  7.575  2.892
H  -6.398  6.346  2.492
H  -5.913  5.439  0.227
C  6.613  -3.521  -2.553
C  7.643  -4.086  -3.180
C  8.945  -3.390  -3.299
O  9.884  -3.904  -3.872
C  9.058  -2.044  -2.691
C  8.028  -1.479  -2.064
C  6.726  -2.174  -1.946
O  5.786  -1.664  -1.374
H  5.653  -4.015  -2.458
H  7.578  -5.069  -3.629
H  10.018  -1.551  -2.787
H  8.093  -0.495  -1.615
C  -3.188  11.545  -0.016
C  -3.039  12.792  0.426
C  -3.609  13.221  1.724
O  -3.474  14.358  2.128
C  -4.349  12.209  2.511
C  -4.499  10.962  2.070
C  -3.929  10.534  0.773
O  -4.064  9.396  0.371
H  -2.779  11.214  -0.962
H  -2.499  13.544  -0.136
H  -4.758  12.539  3.458
H  -5.038  10.210  2.633
C  -2.587  11.107  7.497
C  -2.801  12.080  8.381
C  -2.845  13.501  7.964
O  -3.039  14.388  8.769
C  -2.644  13.797  6.527
C  -2.430  12.824  5.644
C  -2.386  11.404  6.061
O  -2.193  10.517  5.254
H  -2.551  10.063  7.784
H  -2.951  11.881  9.435
H  -2.681  14.841  6.239
H  -2.281  13.023  4.590
C  -0.719  1.404  3.815
C  -0.216  0.909  4.944
C  1.246  0.857  5.175
O  1.706  0.404  6.203
C  2.126  1.377  4.103
C  1.622  1.871  2.974
C  0.161  1.924  2.744
O  -0.300  2.377  1.715
H  -1.785  1.450  3.629
H  -0.844  0.526  5.738
H  3.191  1.331  4.289
H  2.250  2.255  2.179
C  7.584  -9.313  0.386
C  7.421  -8.141  0.996
C  6.472  -7.130  0.476
O  6.325  -6.061  1.031
C  5.708  -7.474  -0.748
C  5.873  -8.647  -1.356
C  6.822  -9.657  -0.836
O  6.970  -10.727  -1.391
H  8.274  -10.064  0.751
H  7.970  -7.874  1.891
H  5.017  -6.724  -1.114
H  5.326  -8.917  -2.250

Its net charge is 0. For the HOMO energy, the calculation gives -0.3355 hartree. The spin multiplicity is 1. The HOMO-LUMO gap comes out at 7.197 eV. Its SMILES is CCCCCCCCCc1cc(O)c2c(c1)C(=O)C(CN)=C(CON=O)C2=O.O=C1C=CC(=O)C=C1.O=C1C=CC(=O)C=C1.O=C1C=CC(=O)C=C1.O=C1C=CC(=O)C=C1.O=C1C=CC(=O)C=C1.O=C1C=CC(=O)C=C1.O=C1C=CC(=O)C=C1.O=C1C=CC(=O)C=C1.

Results of the Löwdin charge analysis, in e, for atoms 1 through 2: -0.0996 -0.2404

(4)
C35H38N4O7SiTi as an isolated structure, computed with ωB97M-V/def2-TZVPD.

Element x y z (Å)
Ti  0.214  0.189  1.156
O  -1.500  0.610  1.861
C  -2.073  0.223  2.985
C  -1.512  -0.704  3.879
C  -2.215  -1.089  5.043
C  -1.656  -1.990  5.909
C  -0.400  -2.559  5.704
C  0.304  -2.191  4.573
C  -0.231  -1.286  3.663
O  0.479  -0.960  2.577
N  -2.417  -2.374  7.108
O  -3.518  -1.882  7.272
O  -1.902  -3.165  7.876
H  -3.037  0.667  3.212
H  -3.193  -0.678  5.250
H  -0.002  -3.264  6.418
H  1.282  -2.606  4.370
C  0.626  -3.218  -3.621
C  0.908  -2.212  -2.499
C  1.882  -2.852  -1.500
C  1.549  -0.942  -3.068
Si  -0.651  -1.772  -1.528
O  -0.215  -0.833  -0.265
C  -1.910  -0.745  -2.484
C  -1.955  -0.584  -3.873
C  -2.905  0.235  -4.474
C  -3.838  0.904  -3.695
C  -3.819  0.753  -2.314
C  -2.864  -0.060  -1.718
C  -1.495  -3.290  -0.843
C  -1.234  -3.702  0.466
C  -1.842  -4.833  0.992
C  -2.722  -5.572  0.214
C  -2.996  -5.177  -1.088
C  -2.389  -4.043  -1.609
H  1.563  -3.475  -4.127
H  -0.054  -2.822  -4.379
H  0.196  -4.146  -3.237
H  2.801  -3.143  -2.021
H  1.460  -3.751  -1.044
H  2.153  -2.156  -0.703
H  2.509  -1.175  -3.540
H  1.745  -0.221  -2.270
H  0.920  -0.458  -3.818
H  -1.240  -1.097  -4.503
H  -2.920  0.343  -5.552
H  -4.584  1.534  -4.164
H  -4.547  1.267  -1.700
H  -2.851  -0.149  -0.637
H  -0.555  -3.126  1.086
H  -1.635  -5.136  2.011
H  -3.200  -6.453  0.624
H  -3.688  -5.748  -1.694
H  -2.623  -3.736  -2.623
C  0.113  5.259  -1.804
N  0.040  4.231  -0.791
C  0.493  4.387  0.580
C  0.340  2.964  1.087
O  0.586  2.511  2.194
N  -0.089  2.171  0.072
C  -0.243  2.938  -1.009
N  -0.606  2.454  -2.190
H  0.771  6.049  -1.449
H  -0.866  5.687  -2.024
H  0.556  4.860  -2.719
H  -0.124  5.086  1.147
H  1.542  4.693  0.618
H  -0.899  1.486  -2.240
H  -0.827  3.058  -2.960
C  3.467  1.134  2.634
C  2.980  1.319  1.238
O  2.034  0.504  0.793
C  3.394  2.397  0.409
C  4.240  3.423  0.895
C  4.558  4.513  0.108
C  4.066  4.626  -1.194
C  3.257  3.608  -1.699
C  2.921  2.518  -0.920
H  3.118  0.170  3.003
H  3.070  1.913  3.293
H  4.557  1.164  2.701
H  4.629  3.364  1.902
H  5.199  5.288  0.510
H  4.332  5.475  -1.810
H  2.899  3.662  -2.721
H  2.291  1.734  -1.316

Its net charge is 0. For the HOMO energy (alpha / beta), the calculation gives -0.2134 / -0.3207 hartree. The energy relative to the best compared isomer or geometry (same formula, charge and spin) is 0.0 kcal/mol. The spin multiplicity is 3. The HOMO-LUMO gap (alpha / beta) comes out at 5.840 / 8.589 eV.

Results of the Löwdin charge analysis, in e, for atoms 1 through 2: 1.1421 -0.2110

(5)
An isolated ion of composition C5H12N3O2 and charge +1, computed with ωB97M-V/def2-TZVPD.

Element x y z (Å)
C  3.109  1.407  0.825
C  2.551  0.535  0.064
C  -1.342  0.998  -0.268
C  -1.210  -1.863  0.644
C  -0.101  0.282  0.052
N  1.044  0.727  -0.599
N  3.089  -0.698  -0.236
N  -0.355  -1.175  -0.383
O  4.249  -0.887  -0.156
O  2.257  -1.552  -0.519
H  4.152  1.402  1.310
H  2.551  2.352  1.144
H  -1.305  1.561  -1.157
H  -1.506  1.753  0.546
H  -2.224  0.267  -0.159
H  -0.779  -1.550  1.636
H  -2.205  -1.358  0.664
H  -1.274  -2.955  0.667
H  0.095  0.313  1.175
H  1.113  1.616  -1.124
H  -0.843  -1.147  -1.265
H  0.502  -1.644  -0.595

Its net charge is +1. For the HOMO energy, the calculation gives -0.5212 hartree. The energy relative to the best compared isomer or geometry (same formula, charge and spin) is 112.3 kcal/mol. The spin multiplicity is 1. The HOMO-LUMO gap comes out at 9.861 eV. Its SMILES is C=C(N[C@@H](C)[NH2+]C)[N+](=O)[O-].

Results of the Löwdin charge analysis, in e, for atoms 1 through 2: 0.1443 -0.1844